{
  "formula": "C48H129N11O13",
  "method": "the ωB97M-V functional and the def2-TZVPD basis",
  "symbols": ["O", "O", "O", "O", "O", "O", "O", "O", "O", "O", "O", "O", "O", "N", "N", "N", "N", "N", "N", "N", "N", "N", "N", "N", "C", "C", "C", "C", "C", "C", "C", "C", "C", "C", "C", "C", "C", "C", "C", "C", "C", "C", "C", "C", "C", "C", "C", "C", "C", "C", "C", "C", "C", "C", "C", "C", "C", "C", "C", "C", "C", "C", "C", "C", "C", "C", "C", "C", "C", "C", "C", "C", "H", "H", "H", "H", "H", "H", "H", "H", "H", "H", "H", "H", "H", "H", "H", "H", "H", "H", "H", "H", "H", "H", "H", "H", "H", "H", "H", "H", "H", "H", "H", "H", "H", "H", "H", "H", "H", "H", "H", "H", "H", "H", "H", "H", "H", "H", "H", "H", "H", "H", "H", "H", "H", "H", "H", "H", "H", "H", "H", "H", "H", "H", "H", "H", "H", "H", "H", "H", "H", "H", "H", "H", "H", "H", "H", "H", "H", "H", "H", "H", "H", "H", "H", "H", "H", "H", "H", "H", "H", "H", "H", "H", "H", "H", "H", "H", "H", "H", "H", "H", "H", "H", "H", "H", "H", "H", "H", "H", "H", "H", "H", "H", "H", "H", "H", "H", "H", "H", "H", "H", "H", "H", "H", "H", "H", "H", "H", "H", "H"],
  "positions_angstrom": [[5.133, -0.883, 6.596], [-6.070, -4.631, 7.052], [-1.729, -10.576, -1.026], [3.126, -1.988, -8.462], [-0.101, 0.694, -0.884], [1.583, 3.431, 5.573], [-8.772, 5.719, -1.687], [6.430, -0.238, -4.913], [-0.287, -6.757, 6.180], [1.482, 7.205, -8.774], [-3.598, 6.547, 1.620], [2.175, 6.231, 0.158], [6.171, -7.675, -6.029], [2.467, -5.633, 8.425], [-12.194, 7.105, -1.328], [4.568, -7.608, -2.795], [-3.032, 5.410, 5.107], [1.649, -1.268, 0.241], [3.761, 9.611, 0.656], [-5.198, -1.437, 5.669], [0.665, 6.552, -5.232], [3.708, -0.147, -6.098], [2.647, -0.242, 5.054], [-1.402, -8.456, -2.689], [-2.567, -8.627, -1.841], [2.789, 4.022, 5.878], [4.496, -5.806, -4.233], [-5.045, -3.812, 6.473], [5.300, 0.390, -4.260], [1.140, -5.719, 7.818], [-10.843, 7.052, -1.908], [-5.587, -2.783, 5.438], [0.499, -1.689, -0.572], [4.019, -0.033, 4.615], [6.492, -1.699, -4.802], [-10.163, 5.808, -1.329], [2.663, 7.570, -0.162], [-5.322, -3.205, 4.033], [-6.546, -5.640, 6.154], [2.110, 0.939, 5.831], [5.793, -8.024, -4.650], [2.952, -2.378, -9.786], [0.565, -4.321, 7.672], [0.836, 6.654, -7.585], [-3.675, -7.743, -2.481], [2.445, -0.652, -6.559], [1.304, 7.294, -6.288], [-4.934, 6.699, 4.430], [3.924, -0.190, -4.653], [3.258, 8.323, 1.062], [7.427, -8.051, -6.515], [5.813, -0.578, 7.854], [5.158, 0.200, 5.663], [-0.572, -0.537, -0.480], [2.358, 8.486, 2.235], [1.652, 2.126, 4.860], [-3.770, 5.836, 3.906], [-0.337, -7.547, 4.977], [3.264, 5.274, 0.318], [-8.038, 4.889, -0.798], [-2.893, 6.977, 0.413], [-1.747, -12.027, -1.039], [-2.904, -10.032, -1.595], [0.103, -3.120, -0.250], [2.365, -0.823, -8.178], [4.527, -7.306, -4.161], [-0.972, 1.789, -0.573], [2.766, 7.118, -6.069], [1.371, 6.315, -9.915], [-2.896, 6.487, 2.813], [1.081, -6.524, 6.468], [-10.052, 8.364, -1.512], [4.626, 9.590, 0.135], [3.891, -1.247, -4.389], [-5.550, -0.760, 5.007], [-0.748, -9.057, -2.209], [-0.796, -3.576, -0.664], [-7.992, 5.321, 0.202], [7.613, -7.654, -7.513], [-2.728, 7.534, 3.065], [1.381, -1.225, 1.214], [-5.681, -6.203, 5.804], [1.093, 5.597, -7.643], [7.529, -2.024, -4.886], [0.539, -6.245, 8.560], [-5.722, 6.064, 4.835], [0.801, -1.706, -1.619], [1.476, 9.103, 2.062], [-4.158, -4.271, 6.037], [1.266, 0.696, 6.476], [3.057, 10.075, 0.099], [1.565, -0.019, -6.440], [1.074, -3.813, 6.852], [3.414, 7.367, -0.925], [-4.477, 7.370, 5.157], [-10.765, 4.957, -1.647], [-2.144, -8.116, -0.976], [6.815, -0.161, 7.761], [8.298, -7.913, -5.875], [3.365, 7.543, -6.874], [5.220, 0.112, 8.454], [3.718, -3.060, -10.154], [0.649, -3.657, 8.532], [-0.216, 6.806, -7.823], [3.877, 5.140, -0.573], [-1.375, -0.722, -1.194], [-10.895, 6.966, -2.994], [-3.862, -8.043, -3.512], [-8.434, 3.890, -0.617], [0.364, 5.899, -9.958], [-1.906, 6.524, 0.314], [5.135, 1.405, -4.622], [3.190, 0.406, -4.111], [0.752, 1.873, 4.299], [1.022, 6.952, -4.376], [1.402, 6.962, -10.791], [1.806, -0.276, 0.138], [6.146, -2.137, -3.865], [3.043, 7.588, -5.125], [-3.449, -6.678, -2.422], [-5.546, -1.252, 6.598], [-6.954, -5.134, 5.279], [-0.582, 2.387, 0.251], [-7.238, -6.289, 6.691], [1.664, -7.434, 6.611], [-2.965, 6.246, 5.671], [5.924, -2.114, -5.635], [3.723, -7.229, -2.392], [2.866, 8.929, 3.091], [5.840, -9.088, -4.419], [4.590, -0.273, -6.573], [1.320, -1.039, -8.397], [-0.475, -4.345, 7.347], [0.978, 5.593, -5.183], [-3.194, -10.429, -2.567], [-2.140, 5.149, 4.714], [-1.029, -0.458, 0.506], [3.603, -5.470, -3.707], [3.627, -7.743, -4.594], [2.941, -1.552, -10.497], [2.864, -6.553, 8.554], [-0.688, -6.985, 4.112], [2.825, 1.300, 6.571], [5.050, 1.162, 6.165], [2.228, -1.565, -6.004], [1.630, -6.039, 5.660], [1.981, -2.864, -9.881], [3.242, 4.350, 4.942], [-3.892, -10.085, -1.139], [2.305, 2.311, 4.007], [-1.051, -12.528, -0.367], [-1.031, -8.377, 5.111], [5.402, -5.508, -3.705], [-4.661, -2.591, 3.421], [1.789, 8.127, -0.499], [2.141, 5.552, -10.024], [0.580, -8.088, 4.743], [-10.486, 9.210, -2.045], [-2.643, -12.488, -0.623], [-2.717, 8.042, 0.263], [1.010, 8.338, -6.175], [-1.574, -9.020, -3.508], [-4.637, -7.950, -2.012], [2.365, -5.279, 9.365], [7.491, -9.137, -6.583], [-1.937, 1.449, -0.196], [-1.531, -12.385, -2.046], [-10.202, 8.578, -0.454], [-4.588, -3.302, 7.320], [6.153, 0.315, 5.233], [-4.924, -4.210, 3.893], [-4.172, 5.004, 3.327], [6.621, -7.631, -4.060], [-0.035, -3.405, 0.793], [2.763, 4.374, 0.676], [4.556, -0.862, 4.154], [2.716, 0.112, -8.613], [3.889, 5.650, 1.129], [-5.406, 7.336, 3.683], [0.966, -3.734, -0.509], [3.041, 6.072, -5.930], [2.849, -0.887, 5.805], [3.599, 3.408, 6.273], [-9.053, 8.310, -1.945], [3.993, 0.426, 3.627], [-6.233, -3.316, 3.445], [-6.669, -2.763, 5.569], [4.645, -8.593, -2.584], [-1.163, 2.428, -1.435], [-10.267, 5.679, -0.252], [5.395, 0.454, -3.176], [-12.686, 7.861, -1.782], [-6.987, 4.758, -1.056], [5.980, -1.425, 8.520], [4.219, 7.948, 1.415], [-3.416, 6.592, -0.462], [2.102, 7.460, 2.499], [-12.055, 7.370, -0.363], [4.648, -5.514, -5.273], [-1.989, 5.887, 2.741], [2.690, 4.874, 6.550]],
  "forces_ev_per_angstrom": [[0.69, 0.22, 1.00], [0.75, -0.19, -0.61], [-0.98, -2.20, 0.69], [0.68, 0.88, -0.26], [1.16, 1.87, -0.06], [-1.86, -2.26, -0.12], [-0.40, -0.52, 0.17], [-0.59, -0.47, 0.87], [1.13, -0.82, -1.21], [0.50, -0.69, -0.07], [-0.36, -0.07, -2.52], [0.76, 0.14, -0.28], [-1.24, 0.17, 0.72], [0.72, 0.01, -0.61], [0.38, -0.41, -0.59], [-0.35, -0.23, 2.73], [-0.41, -0.11, -1.59], [0.32, -0.14, 0.31], [-0.46, 1.37, -0.54], [1.56, 0.72, 1.20], [-1.39, 0.13, 1.21], [0.19, 1.91, 0.83], [0.42, 0.42, 1.68], [0.66, -1.00, -0.47], [0.02, 3.65, -0.78], [1.52, 0.32, -0.99], [1.28, -0.53, -0.76], [-0.07, 1.37, 0.69], [-0.95, -0.43, -1.06], [-0.50, -0.08, 0.23], [0.98, 1.14, 1.48], [-1.35, -1.04, -0.09], [-0.58, 1.98, 0.24], [1.89, -0.51, -1.17], [-0.08, 0.92, -0.36], [0.22, -0.50, -0.20], [0.04, -1.82, 1.57], [-0.08, -1.06, -2.12], [0.96, 0.87, 0.14], [-0.03, 1.16, -1.51], [1.96, 1.72, -1.62], [-0.47, -0.36, -0.94], [-0.13, 0.36, -1.06], [0.41, 0.62, -2.23], [-0.38, -1.20, 0.72], [0.16, -0.32, -2.54], [0.01, -1.20, -0.46], [0.39, 0.01, -0.85], [0.84, -0.83, -0.56], [1.60, 0.53, -0.82], [0.27, -1.61, 0.40], [-0.42, 0.24, -0.27], [-0.72, 1.51, 0.36], [-1.33, -1.92, -0.56], [-0.36, -0.82, 0.64], [1.46, 0.55, 1.06], [-1.04, 0.34, -0.53], [-0.88, -0.59, 0.30], [-1.31, 1.30, 0.92], [0.10, 0.14, 0.81], [0.13, -0.99, 0.54], [0.07, -0.02, 0.21], [-0.50, 0.22, -0.83], [0.10, -0.83, 0.83], [0.43, -1.33, 3.74], [0.43, -1.22, -1.35], [-0.06, -0.45, 0.39], [1.49, 0.63, -0.34], [-0.70, 1.59, 0.29], [-0.24, 1.09, 1.00], [0.47, 0.97, 1.99], [-0.90, -0.80, -1.65], [-0.09, -0.19, -0.13], [-0.40, -0.21, 0.79], [-0.21, -0.21, 0.00], [0.94, 0.18, 0.01], [0.05, 0.59, -0.82], [-0.20, 0.41, 0.21], [-0.27, 0.29, 0.23], [0.91, 0.14, 0.57], [-0.28, -0.85, 0.51], [0.00, -0.42, -0.03], [-0.23, -0.30, 0.75], [0.06, 0.42, -0.22], [-0.70, -0.40, -0.41], [0.22, 0.14, 0.40], [0.24, 0.18, -0.08], [-0.15, -0.21, -0.30], [-0.33, -1.11, -0.20], [-0.25, -0.57, -0.52], [0.07, 0.47, -0.19], [0.28, 0.77, 0.83], [0.29, 0.10, -0.03], [0.10, 0.88, -0.30], [-0.46, 0.07, 0.37], [0.29, -0.42, -0.68], [-0.96, -0.22, 0.89], [0.01, 0.25, -0.68], [-0.05, 1.12, 0.46], [0.17, 0.01, 0.04], [-0.16, 0.30, -0.19], [0.13, -0.09, 0.53], [0.05, -0.37, 0.27], [-0.33, -0.27, 0.80], [-0.24, -0.09, -0.21], [-0.54, -0.81, 0.08], [-0.06, -0.04, 0.02], [0.41, 0.12, -0.25], [-0.45, -0.17, -0.55], [-0.02, -0.45, 0.22], [0.23, -0.25, 0.51], [1.17, 0.26, -0.21], [-0.26, -0.21, 0.02], [-0.68, 0.36, 0.94], [-0.31, 0.04, 0.43], [0.33, 0.04, -0.01], [0.19, 0.28, -0.98], [-0.34, 0.46, 0.19], [0.12, 0.27, 0.00], [0.09, -0.22, -0.05], [0.11, 0.86, 0.02], [-0.59, -0.32, -0.07], [0.42, 0.11, -0.09], [-0.06, 0.24, -0.20], [-0.31, -0.62, 0.19], [0.62, -0.09, 0.26], [-0.07, -0.24, 0.08], [0.00, -0.28, 0.61], [0.23, 0.00, -0.18], [-0.62, -0.38, -0.55], [-0.56, -0.45, -0.55], [-0.18, 0.29, -0.28], [-0.11, -0.19, 0.25], [0.10, -0.22, -0.40], [0.71, -0.70, -0.57], [0.64, -0.14, 0.87], [0.15, -0.28, 0.43], [0.05, 0.42, -0.44], [-0.07, 0.00, -0.72], [0.11, 0.41, 0.07], [0.07, -0.25, -0.16], [0.24, 0.28, 0.06], [0.41, 0.34, -0.27], [-0.35, 0.11, 0.59], [-0.32, -0.59, -0.46], [-0.29, 0.63, -0.18], [-0.20, -0.25, -0.17], [0.15, 0.62, -0.28], [0.31, -0.46, 1.52], [0.89, -0.34, 0.19], [0.87, 0.98, 0.00], [-0.43, 0.18, 0.25], [-0.14, 0.43, 0.23], [0.11, 0.44, 0.42], [0.11, 0.01, -0.32], [0.06, -0.05, 0.52], [0.42, 0.52, 0.07], [-0.37, 0.08, -0.04], [-0.78, 0.54, -0.54], [-0.48, 0.28, 0.62], [-0.07, 0.03, -0.38], [-0.08, 0.11, -0.84], [-0.13, 0.30, 0.36], [-0.04, 0.28, 0.04], [-0.34, -0.50, -0.48], [-0.17, -0.30, -0.23], [-0.27, -0.05, -0.08], [0.74, -0.22, 0.08], [-0.37, 0.37, 0.19], [0.03, -0.46, -0.61], [0.35, -0.15, 0.58], [-0.21, -0.59, 0.50], [0.03, 0.26, 0.44], [0.12, 0.85, 0.54], [0.30, -0.16, -0.37], [-1.31, -1.77, 0.23], [0.17, -0.16, -0.41], [0.34, -0.21, 0.04], [0.16, -0.13, -0.28], [-0.07, -0.09, -0.38], [-0.15, -0.18, -0.34], [-0.81, -0.87, 0.22], [-0.33, -0.71, 0.53], [0.35, -0.06, 0.90], [0.40, 1.84, 0.55], [-0.32, 0.47, 0.01], [-0.42, -0.85, 0.08], [-0.27, -0.10, 0.03], [0.29, -0.17, -0.12], [0.10, 0.89, 0.47], [0.20, -0.39, 0.11], [-0.25, 0.10, 0.10], [-0.19, 0.31, -0.76], [-0.52, -0.64, -0.71], [-0.31, -1.36, 0.12], [-0.49, 0.11, 0.30], [-0.67, 0.10, 0.36], [-0.33, 0.08, 0.24], [-0.68, 0.47, 0.05], [0.41, 0.15, -0.18], [-0.47, -0.10, -0.10]],
  "smiles": "COC[C@H](C)N.COC[C@H](C)N.COC[C@H](C)N.COC[C@H](C)N.COC[C@H](C)N.COC[C@H](C)N.COC[C@H](C)N.COC[C@H](C)N.COC[C@H](C)N.COCCNCCOC.COCCNCCOC",
  "relative_energy_ev": 7.8610,
  "total_energy_ev": -94860.995,
  "spin_multiplicity": 1,
  "orbital_gap_ev": 8.44
}